No. 1
ORCA calculation (ωB97M-V/def2-TZVPD) on C30H69AsCl4F6N3O15 as an isolated structure in a non-equilibrium geometry.

Its total energy is -7153.09183 Ha. The calculation puts the highest occupied orbital energy at -5.290 eV. Its total charge is -1.

XYZ file:
```
128
Properties=species:S:1:pos:R:3:lowdin_charge:R:1
As -0.763 -0.131 -0.617 0.9788
Cl -2.652 2.946 -4.804 0.3995
Cl -5.018 -1.801 0.128 0.5553
Cl -3.561 0.421 -6.374 0.4418
Cl -4.169 -4.356 -0.505 0.4951
F -1.164 -1.879 -1.067 -0.2976
F -2.408 -0.041 0.212 -0.3010
F -0.428 1.561 -0.223 -0.2537
F -1.547 0.408 -2.142 -0.2688
F -0.129 -0.754 0.830 -0.2112
F 0.844 -0.361 -1.525 -0.2814
O -5.203 3.119 -1.903 0.0986
O 3.675 -3.777 1.537 0.0204
O -5.559 4.916 -0.352 -0.0722
O -1.023 1.583 3.915 -0.0284
O -4.989 3.016 0.350 0.0037
O 4.382 -1.479 1.662 0.0240
O -0.014 -5.977 -1.647 -0.1792
O 0.871 2.284 5.027 0.0964
O 3.693 0.713 -3.627 -0.0182
O 5.886 -2.989 2.009 -0.0286
O -1.706 6.101 0.311 -0.1703
O 5.296 1.867 -2.341 0.0302
O 5.421 -0.315 -3.074 0.0128
O 3.036 -3.604 -2.864 -0.2126
O -0.819 1.106 6.103 0.0192
N 1.595 -3.981 -0.399 0.0670
N 0.155 -3.250 -2.917 0.0545
N -4.181 6.980 1.565 0.0447
C 0.000 -3.708 1.414 -0.0756
C -0.821 -7.030 -2.129 -0.1407
C 0.486 -4.674 0.356 -0.3792
C -0.918 1.259 8.513 -0.0716
C -4.533 1.698 0.464 -0.2465
C 4.558 -2.828 1.745 -0.4140
C -2.483 5.238 1.088 -0.2008
C -3.309 5.999 2.200 -0.4161
C -3.767 -2.959 0.529 -0.9878
C -0.614 -5.326 -0.490 -0.1910
C -5.950 5.919 -1.296 -0.0379
C 1.027 -2.650 -3.904 -0.3822
C 3.211 0.461 0.629 -0.0195
C -2.986 1.105 -4.764 -0.8801
C -5.201 3.636 -0.774 -0.5317
C 4.814 0.834 -2.945 -0.5674
C -0.242 1.758 5.051 -0.4802
C 4.432 -3.755 -3.160 -0.0817
C 2.576 1.678 -3.524 0.0264
C 2.489 -2.367 -3.365 -0.1634
C 6.307 -4.359 2.243 -0.0280
C 6.799 -0.497 -2.639 -0.1783
C -0.712 2.146 2.634 -0.0478
C 6.724 -0.968 -1.185 -0.0562
C -4.582 1.287 1.893 -0.0683
C -0.057 0.893 7.282 -0.2182
C -1.063 5.354 -0.756 -0.0730
C 3.176 -0.967 1.256 -0.2294
C 0.258 -1.422 -4.441 -0.0784
C -4.131 5.045 3.051 -0.0534
H 2.738 0.473 -0.353 0.0487
H 2.446 -4.138 0.121 0.0241
H 7.705 -1.324 -0.870 0.0805
H -1.823 4.602 1.678 0.0961
H 7.445 0.379 -2.688 0.1184
H -0.525 -4.381 2.092 0.0688
H -4.690 4.392 2.381 0.0672
H -1.253 -5.940 0.144 0.1113
H 4.212 0.893 0.635 0.0745
H 5.889 -5.077 1.538 0.0943
H 5.914 -4.490 3.252 0.0946
H -7.034 5.811 -1.243 0.0985
H -5.530 1.465 2.400 0.0877
H -1.781 4.908 -1.445 0.0807
H -0.076 -2.570 -2.207 0.0087
H 0.640 -3.198 2.134 0.0796
H 2.648 2.437 -4.303 0.0945
H -3.864 -3.126 1.602 0.0408
H -0.401 6.055 -1.264 0.0868
H -0.782 -3.111 0.944 0.0387
H -3.727 1.087 -3.965 0.0156
H -3.127 4.610 0.471 0.1068
H -2.681 6.518 2.924 0.1278
H -0.492 0.962 9.471 0.0733
H 1.320 -3.014 -0.295 0.0303
H -4.761 6.270 1.140 0.0283
H 0.870 -0.779 -5.074 0.0664
H 0.268 1.785 2.323 0.0815
H 3.150 -1.987 -4.144 0.1060
H 7.392 -4.441 2.305 0.0885
H 4.871 -2.893 -2.656 0.0595
H -4.282 0.243 1.979 0.0499
H -1.459 1.850 1.898 0.0663
H -1.231 -7.644 -1.327 0.0667
H 4.680 -4.696 -2.669 0.0854
H 2.805 -1.672 0.512 0.1014
H -2.784 -2.628 0.193 -0.0205
H 2.603 1.084 1.284 0.0604
H 6.379 -0.219 -0.473 0.0750
H -0.355 -7.735 -2.817 0.0797
H -0.726 -3.306 -3.408 0.0736
H -1.893 0.772 8.499 0.0665
H -5.502 5.853 -2.287 0.0985
H -1.257 -4.574 -0.948 0.0770
H 1.005 -5.471 0.888 0.1282
H 7.240 -1.245 -3.298 0.1194
H -3.403 4.609 3.735 0.0776
H -0.680 3.235 2.662 0.0799
H 1.109 -3.336 -4.747 0.1248
H -3.775 7.450 0.768 0.0604
H -5.680 6.911 -0.935 0.0806
H -3.867 1.850 2.493 0.0650
H 5.919 -1.702 -1.207 0.0623
H -1.210 2.308 8.460 0.0763
H 1.669 1.073 -3.538 0.0707
H -5.177 1.071 -0.152 0.1014
H -0.685 -1.609 -4.954 0.0727
H 2.446 -0.981 2.066 0.1219
H -1.765 -6.681 -2.550 0.0751
H 0.689 1.684 7.358 0.1085
H 0.487 -0.048 7.369 0.1259
H -4.758 5.588 3.757 0.0799
H -3.580 1.613 -0.058 0.1095
H -0.492 4.470 -0.474 0.0752
H 4.534 -3.878 -4.238 0.0857
H 2.360 -1.547 -2.658 0.0905
H -2.063 0.679 -4.372 -0.0119
H 0.042 -0.800 -3.572 0.0261
H 2.688 2.127 -2.536 0.0892
```

---

No. 2
ORCA calculation (ωB97M-V/def2-TZVPD) on C30H70B3FO3PV as an isolated structure in a non-equilibrium geometry.

Its total energy is -2870.40498 Ha. The calculation puts the highest occupied orbital energy (spin up / spin down) at -2.596 / -4.381 eV. As for the spin multiplicity: 4. Its total charge is -1.

XYZ file:
```
109
Properties=species:S:1:pos:R:3:lowdin_charge:R:1
V -0.067 -0.177 2.317 0.5807
P -0.988 -2.914 -1.966 1.0139
F -1.116 7.723 3.285 0.0467
O -1.952 4.311 4.589 0.0659
O 0.035 1.768 1.422 -0.3633
O 4.483 1.397 -1.255 0.0502
C 0.179 -0.730 -3.212 -0.2368
C 0.069 7.238 2.854 -0.2961
C 4.595 2.175 -0.335 -0.5080
C -3.642 -0.213 -1.837 -0.2527
C -4.396 0.684 -0.833 -0.0821
C 1.604 6.542 1.167 -0.0942
C -1.697 -5.651 1.035 -0.2417
C 5.424 3.436 -0.497 -0.0233
C -3.495 -1.638 -1.347 -0.2506
C 1.334 0.289 -3.168 -0.2567
C -0.096 2.001 0.059 -0.4393
C 2.473 6.128 2.154 -0.0987
C -0.094 -1.345 -1.851 -0.2631
C -0.275 -4.033 -3.217 -0.2670
C 3.921 1.943 0.984 -0.0223
C 1.888 -5.239 -3.931 -0.2641
C 2.161 6.296 3.496 -0.0678
C 1.510 1.129 -4.420 -0.1017
C 0.387 7.136 1.522 -0.0266
C -2.332 4.132 2.268 -0.0182
C 1.159 -4.451 -2.846 -0.2531
C -2.733 -2.557 -2.311 -0.2528
C -1.342 -5.164 -0.372 -0.2606
C -0.883 -3.697 -0.338 -0.2375
C -1.914 -7.174 1.131 -0.1015
C -2.726 3.985 3.720 -0.4913
C 3.353 -5.450 -3.605 -0.1060
C 0.963 6.887 3.855 -0.0101
C -3.982 3.198 4.018 -0.0230
C 0.958 2.914 -0.554 -0.0915
B 1.102 0.374 4.257 -0.4236
B 1.444 -1.812 1.402 -0.4401
B -2.018 -1.047 1.938 -0.4757
H 0.739 -2.234 2.214 -0.0281
H 1.670 -4.856 -4.931 0.1065
H -2.223 -5.272 -1.023 0.1001
H -2.662 0.245 -2.004 0.0950
H 1.681 -3.556 -2.478 0.1144
H -0.923 -4.912 -3.100 0.0879
H 3.327 1.031 0.943 0.0817
H 0.626 6.991 4.877 0.1198
H -1.601 -3.126 0.259 0.0841
H 0.398 -1.468 -3.988 0.0976
H 3.335 5.538 1.861 0.0920
H -0.712 -0.175 -3.538 0.1078
H -0.126 1.015 -0.431 0.0691
H -3.940 2.230 3.519 0.0799
H -1.408 -1.743 2.610 -0.0153
H 3.972 -4.559 -3.630 0.0774
H 1.082 -4.994 -1.900 0.1011
H -4.864 3.683 3.587 0.0748
H -0.840 -0.962 -1.141 0.0672
H 4.600 1.840 1.831 0.0929
H -2.830 -7.392 1.677 0.0634
H -2.825 -2.184 -3.337 0.0981
H -2.568 -5.147 1.451 0.1129
H 4.812 4.279 -0.174 0.0695
H -3.179 -3.560 -2.290 0.0865
H -3.092 4.730 1.752 0.0808
H -1.056 2.547 -0.091 0.0826
H -1.457 -0.824 0.958 -0.0307
H 0.956 -0.755 4.099 -0.0455
H 1.786 6.395 0.112 0.0988
H -2.332 3.164 1.760 0.0686
H 0.842 -1.013 0.819 -0.0550
H 1.031 3.919 -0.142 0.0541
H 1.823 -2.598 0.593 -0.0198
H 0.716 3.064 -1.619 0.0627
H 2.366 -1.260 1.891 -0.0100
H -1.077 -7.682 1.608 0.0671
H 0.583 1.671 -4.616 0.0713
H -4.480 -2.046 -1.103 0.1245
H 0.849 -1.495 -1.319 0.0867
H -2.008 -7.594 0.126 0.0623
H 2.848 5.998 4.277 0.1063
H 1.733 0.525 -5.304 0.0670
H -4.174 -0.203 -2.794 0.1045
H 5.751 3.532 -1.530 0.0731
H -2.955 -1.687 -0.400 0.0422
H 1.760 0.786 3.402 -0.0344
H 2.364 1.783 -4.254 0.0724
H -0.845 -5.327 1.639 0.1181
H -0.313 7.471 0.767 0.1129
H -0.406 -3.647 -4.226 0.0916
H 1.329 -6.184 -3.926 0.1108
H 6.314 3.371 0.132 0.0804
H -4.350 0.267 0.174 0.0692
H 0.063 0.880 4.165 -0.0379
H -3.078 -1.511 1.693 -0.0022
H 1.240 0.901 -2.271 0.0822
H 3.767 -6.222 -4.262 0.0685
H 3.170 2.706 1.205 0.0765
H -3.999 1.695 -0.864 0.0682
H 1.482 0.587 5.353 -0.0272
H -4.082 3.128 5.098 0.0771
H 2.222 -0.327 -2.979 0.1166
H -1.340 4.567 2.199 0.0736
H 0.144 -3.641 0.021 0.0707
H 1.908 2.377 -0.538 0.0383
H -5.460 0.698 -1.086 0.0658
H -0.601 -5.827 -0.825 0.0999
H -2.210 -0.067 2.503 -0.0133
H 3.433 -5.958 -2.640 0.0783
```